No. 1
# C15H25FO8S2

3 unconnected molecules or ions with the total composition C15H25FO8S2 (ωB97M-V/def2-TZVPD, the Open Molecules 2025 dataset).

Calculated values
- Largest force on an atom: 0.49 eV/Å
- Kohn-Sham gap: 8.77 eV
- E: -2084.6760 hartree
- Structure (SMILES): CC1=CC(=O)C=C([C@H](C)F)C1=O.CCOS(C)(=O)=O.CCOS(C)(=O)=O

CARTESIAN COORDINATES (ANGSTROEM)
C 5.62839 1.63340 0.22239
C 4.52223 0.65648 0.46225
C 4.71319 -0.65278 0.64392
C 3.57969 -1.56709 0.85882
O 3.71487 -2.77123 0.81268
C 2.26634 -0.96016 1.14697
C 2.04185 0.34491 0.99210
C 0.68186 0.94530 1.25971
C -0.16662 1.03822 0.00714
F 0.82587 2.21759 1.82917
C 3.13356 1.20363 0.45109
O 2.90840 2.28430 -0.04777
H 5.39566 2.30880 -0.59490
H 6.55784 1.10067 0.03392
H 5.77059 2.23218 1.12458
H 5.70165 -1.09156 0.59744
H 1.48563 -1.62949 1.49058
H 0.19686 0.31991 2.01005
H 0.23186 1.81774 -0.63959
H -1.19658 1.26140 0.27329
H -0.12246 0.08227 -0.51301
O -2.05240 -0.37018 2.50433
S -2.48697 -0.33627 3.87007
O -1.83698 -1.17191 4.82996
O -4.05163 -0.59240 3.90783
C -4.55845 -1.73301 3.17331
C -4.35103 -3.03632 3.91544
C -2.50394 1.32284 4.44982
H -4.09781 -1.75085 2.18511
H -5.61768 -1.52066 3.04643
H -3.29517 -3.29343 3.98339
H -4.86846 -3.83961 3.39077
H -4.74615 -2.96639 4.92851
H -3.03385 1.94017 3.73029
H -1.46578 1.63758 4.53286
H -2.98676 1.34528 5.42279
O -1.45807 -0.84661 -3.26016
S -1.28275 -0.52245 -4.64341
O -0.62124 -1.44334 -5.51323
O -0.58045 0.89970 -4.75117
C 0.64649 1.10523 -4.01589
C 1.84349 0.48566 -4.70835
C -2.82570 -0.05835 -5.34800
H 0.53586 0.72651 -2.99896
H 0.75552 2.18603 -3.95662
H 1.78729 -0.60178 -4.70565
H 2.75724 0.78558 -4.19436
H 1.89789 0.81630 -5.74523
H -3.30044 0.67234 -4.69985
H -3.42579 -0.96313 -5.41174
H -2.64699 0.34894 -6.33908

Results of the natural (NBO) charge analysis, in e, for atoms 1 through 8:
1. C -0.642
2. C -0.024
3. C -0.246
4. C 0.484
5. O -0.494
6. C -0.231
7. C -0.070
8. C 0.190



No. 2
# C15H25N3O4

A molecular structure, C15H25N3O4 at a distorted geometry (ωB97M-V/def2-TZVPD, the Open Molecules 2025 dataset).

Calculated values
- Largest force on an atom: 17.79 eV/Å
- Energy relative to the best compared isomer or geometry (same formula, charge and spin): 19.209 eV
- Kohn-Sham gap: 8.75 eV
- E: -1051.1860 hartree

CARTESIAN COORDINATES (ANGSTROEM)
C -1.17125 -3.87747 -0.07093
C 0.28371 -4.25535 -0.19329
H 0.38275 -5.09857 0.42748
H 0.60607 -4.65221 -1.21392
O 1.46375 -3.28460 0.20728
C 1.51981 -2.42119 -0.53679
O 1.01909 -2.39257 -1.52811
N 2.39795 -1.46002 -0.24236
C 2.40620 -0.19143 -0.84789
H 1.94050 -0.21205 -1.73034
H 3.25138 0.06069 -0.96468
C 1.57068 0.73388 -0.01748
N 0.86912 0.20089 1.02687
C -0.73405 -0.17657 0.84044
O -1.12381 -0.94649 1.48051
C -1.48599 0.53531 -0.04739
N -1.18074 2.11904 0.01324
C -0.98613 2.57978 -1.22632
O -0.90723 3.87500 -1.64334
C -1.01192 1.44770 -2.30579
C -1.14051 0.18619 -1.70366
H -0.49767 -0.67032 -1.64451
H -2.20663 -0.33964 -2.06061
H -1.77378 1.61893 -3.03160
H 0.06106 1.53012 -3.15140
C -1.61802 2.86731 1.06527
C -0.25844 3.73201 1.61645
H 0.35936 3.04178 1.60709
H -0.15083 4.27125 0.82157
H -0.67637 4.25817 2.47975
C -2.88889 3.62647 0.76384
H -2.54236 4.38355 0.00758
H -3.15159 4.16441 1.78150
H -3.54795 3.03444 0.62248
H -1.70902 2.03676 1.90794
H -2.69499 0.36106 0.02253
C 1.50475 -0.61897 1.84429
H 1.62758 -0.08285 2.98234
C 2.56881 -1.42646 1.27550
H 2.63383 -2.56566 1.68369
H 3.47358 -0.77131 1.59139
H 0.59822 -1.60682 2.56699
H 2.28676 1.33463 0.79601
H 1.09238 1.52164 -0.39004
H -1.26802 -3.52203 0.72151
H -1.28676 -3.01871 -0.90634
H -1.75784 -4.64350 -0.16554

Results of the natural (NBO) charge analysis, in e, for atoms 1 through 8:
1. C -0.570
2. C -0.058
3. H 0.183
4. H 0.212
5. O -0.462
6. C 0.858
7. O -0.675
8. N -0.427



Please write out number 1 again, unchanged.
# C15H25FO8S2

3 unconnected molecules or ions with the total composition C15H25FO8S2 (ωB97M-V/def2-TZVPD, the Open Molecules 2025 dataset).

Calculated values
- Largest force on an atom: 0.49 eV/Å
- Kohn-Sham gap: 8.77 eV
- E: -2084.6760 hartree
- Structure (SMILES): CC1=CC(=O)C=C([C@H](C)F)C1=O.CCOS(C)(=O)=O.CCOS(C)(=O)=O

CARTESIAN COORDINATES (ANGSTROEM)
C 5.62839 1.63340 0.22239
C 4.52223 0.65648 0.46225
C 4.71319 -0.65278 0.64392
C 3.57969 -1.56709 0.85882
O 3.71487 -2.77123 0.81268
C 2.26634 -0.96016 1.14697
C 2.04185 0.34491 0.99210
C 0.68186 0.94530 1.25971
C -0.16662 1.03822 0.00714
F 0.82587 2.21759 1.82917
C 3.13356 1.20363 0.45109
O 2.90840 2.28430 -0.04777
H 5.39566 2.30880 -0.59490
H 6.55784 1.10067 0.03392
H 5.77059 2.23218 1.12458
H 5.70165 -1.09156 0.59744
H 1.48563 -1.62949 1.49058
H 0.19686 0.31991 2.01005
H 0.23186 1.81774 -0.63959
H -1.19658 1.26140 0.27329
H -0.12246 0.08227 -0.51301
O -2.05240 -0.37018 2.50433
S -2.48697 -0.33627 3.87007
O -1.83698 -1.17191 4.82996
O -4.05163 -0.59240 3.90783
C -4.55845 -1.73301 3.17331
C -4.35103 -3.03632 3.91544
C -2.50394 1.32284 4.44982
H -4.09781 -1.75085 2.18511
H -5.61768 -1.52066 3.04643
H -3.29517 -3.29343 3.98339
H -4.86846 -3.83961 3.39077
H -4.74615 -2.96639 4.92851
H -3.03385 1.94017 3.73029
H -1.46578 1.63758 4.53286
H -2.98676 1.34528 5.42279
O -1.45807 -0.84661 -3.26016
S -1.28275 -0.52245 -4.64341
O -0.62124 -1.44334 -5.51323
O -0.58045 0.89970 -4.75117
C 0.64649 1.10523 -4.01589
C 1.84349 0.48566 -4.70835
C -2.82570 -0.05835 -5.34800
H 0.53586 0.72651 -2.99896
H 0.75552 2.18603 -3.95662
H 1.78729 -0.60178 -4.70565
H 2.75724 0.78558 -4.19436
H 1.89789 0.81630 -5.74523
H -3.30044 0.67234 -4.69985
H -3.42579 -0.96313 -5.41174
H -2.64699 0.34894 -6.33908

Results of the natural (NBO) charge analysis, in e, for atoms 1 through 8:
1. C -0.642
2. C -0.024
3. C -0.246
4. C 0.484
5. O -0.494
6. C -0.231
7. C -0.070
8. C 0.190